Entry 1:
This record from OMol25 describes a structure of composition C35H43N2O4ScSiTe in a non-equilibrium geometry. The level of theory is ωB97M-V with the def2-TZVPD basis set.

Cartesian coordinates (Å):
Sc 0.417 -0.367 -2.194
C -2.437 -4.208 -2.895
Si -0.871 -3.298 -3.263
C 0.303 -3.475 -1.824
C -0.088 -3.891 -4.819
N -1.096 -1.523 -3.262
C -1.810 -0.810 -4.109
C -2.627 -1.360 -5.158
C -3.329 -0.554 -6.000
C -3.265 0.845 -5.850
C -2.499 1.439 -4.848
C -1.792 0.635 -3.994
O -1.021 1.118 -2.971
C -0.909 2.524 -2.846
C -1.726 3.174 -1.952
C -1.558 4.544 -1.793
C -0.595 5.218 -2.535
C 0.203 4.527 -3.441
C 0.052 3.158 -3.599
H -2.192 -5.274 -2.811
H -3.189 -4.102 -3.684
H -2.888 -3.886 -1.951
H 0.312 -4.484 -1.403
H 0.003 -2.805 -1.013
H 1.317 -3.232 -2.138
H 0.343 -4.882 -4.644
H 0.718 -3.219 -5.130
H -0.806 -3.977 -5.643
H -2.664 -2.439 -5.270
H -3.938 -0.988 -6.784
H -3.820 1.482 -6.528
H -2.461 2.513 -4.748
H -2.475 2.623 -1.398
H -2.182 5.082 -1.090
H -0.461 6.285 -2.404
H 0.953 5.052 -4.019
H 0.680 2.584 -4.270
O 1.700 0.292 -3.324
O 2.064 -0.996 -2.670
C 1.949 2.555 -0.939
C 1.348 1.667 0.114
O 1.485 1.965 1.293
N 0.643 0.536 -0.301
Te 0.301 -0.632 1.313
C -1.025 0.166 2.759
C -1.710 1.380 2.664
C -1.700 2.283 1.457
C -2.468 1.775 3.763
C -2.568 1.009 4.914
C -3.368 1.479 6.104
C -1.929 -0.226 4.937
C -1.161 -0.678 3.876
C -0.510 -2.042 3.986
C 2.142 -0.726 2.359
C 2.404 -0.086 3.578
C 1.488 0.873 4.309
C 3.621 -0.372 4.191
C 4.562 -1.228 3.643
C 5.854 -1.519 4.358
C 4.276 -1.818 2.418
C 3.078 -1.593 1.760
C 2.865 -2.282 0.432
H 1.270 3.397 -1.106
H 2.124 2.036 -1.875
H 2.881 2.951 -0.543
H -1.495 1.740 0.540
H -0.938 3.057 1.556
H -2.670 2.774 1.355
H -3.005 2.718 3.707
H -3.655 2.525 6.001
H -2.792 1.371 7.024
H -4.280 0.889 6.219
H -2.031 -0.861 5.812
H -0.833 -2.538 4.898
H 0.582 -1.980 4.024
H -0.786 -2.690 3.151
H 0.791 1.373 3.650
H 2.092 1.638 4.797
H 0.922 0.352 5.088
H 3.835 0.114 5.139
H 6.174 -0.667 4.960
H 6.649 -1.765 3.655
H 5.732 -2.372 5.032
H 5.011 -2.466 1.952
H 3.772 -2.799 0.129
H 2.635 -1.578 -0.366
H 2.073 -3.028 0.487

* net charge: +1
* HOMO-LUMO gap (spin up / spin down): 8.524 / 5.775 eV
* expectation value of S²: 0.787
* multiplicity: 2
* relative energy (zero: lowest compared OMol25 entry of this formula, charge and spin): 21.36 kcal per mole
* LUMO energy (spin up / spin down): -0.082 / -0.183 hartree



Entry 2:
This record from OMol25 describes a cluster of 2 separate species, C35H44BNO2 in total in a non-equilibrium geometry. The level of theory is ωB97M-V with the def2-TZVPD basis set.

Cartesian coordinates (Å):
C -3.137 -0.455 1.392
C -2.139 -1.583 1.140
C -2.687 -2.533 0.073
O -0.911 -0.991 0.705
B -0.150 -0.711 1.975
C 1.357 -1.255 1.842
C 2.030 -1.657 2.971
C 3.326 -2.124 2.875
C 3.942 -2.183 1.640
C 3.262 -1.781 0.506
C 1.966 -1.318 0.611
C -0.115 0.876 2.244
C -0.094 1.759 1.069
C -0.094 1.313 3.481
O -0.831 -1.412 3.121
C -1.757 -2.310 2.502
C -2.956 -2.558 3.420
C -1.036 -3.629 2.229
H -4.105 -0.844 1.701
H -2.760 0.207 2.169
H -3.280 0.131 0.487
H -3.599 -3.018 0.418
H -2.918 -1.982 -0.839
H -1.957 -3.297 -0.186
H 1.523 -1.617 3.920
H 3.856 -2.441 3.760
H 4.954 -2.543 1.561
H 3.743 -1.831 -0.458
H 1.409 -1.016 -0.260
H -0.135 1.171 0.153
H -0.952 2.434 1.071
H 0.814 2.365 1.038
H -0.068 2.362 3.706
H -0.121 0.622 4.298
H -3.691 -3.198 2.933
H -2.632 -3.048 4.338
H -3.434 -1.623 3.703
H -1.706 -4.360 1.780
H -0.195 -3.465 1.558
H -0.652 -4.049 3.157
C -2.144 7.835 3.563
C -2.402 6.725 4.592
C -3.680 7.086 5.366
C -2.653 5.378 3.894
C -1.231 6.629 5.561
N -1.385 6.850 6.897
C -0.180 6.667 7.561
C 0.787 6.314 6.602
C 2.074 5.976 7.035
C 2.377 6.051 8.376
C 1.414 6.441 9.313
C 0.131 6.740 8.919
C 0.135 6.324 5.302
C 0.716 5.986 4.055
C 2.110 5.790 3.745
C 3.141 6.601 4.270
C 4.461 6.359 3.972
C 4.824 5.307 3.135
C 6.260 5.034 2.846
C 3.819 4.521 2.575
C 2.497 4.763 2.855
H -1.261 7.633 2.963
H -2.991 7.940 2.884
H -1.996 8.790 4.066
H -3.911 6.322 6.106
H -3.565 8.038 5.881
H -4.530 7.167 4.691
H -2.855 4.598 4.627
H -3.513 5.444 3.227
H -1.807 5.057 3.294
H -2.245 7.082 7.392
H 2.810 5.639 6.329
H 3.372 5.811 8.715
H 1.676 6.505 10.358
H -0.627 7.029 9.628
H 0.033 5.793 3.246
H 2.876 7.436 4.895
H 5.237 6.990 4.376
H 6.381 4.167 2.196
H 6.732 5.884 2.352
H 6.813 4.833 3.764
H 4.094 3.706 1.925
H 1.733 4.136 2.430

* HOMO-LUMO gap: 3.212 eV
* relative energy (zero: lowest compared OMol25 entry of this formula, charge and spin): 0.71 kcal per mole
* LUMO energy: -0.112 hartree



Entry 3:
This record from OMol25 describes a cluster of 4 separate species, C35H44ClF25N7O3S2 in total in a non-equilibrium geometry. The level of theory is ωB97M-V with the def2-TZVPD basis set.

Cartesian coordinates (Å):
C -1.067 3.742 1.921
C -0.710 2.466 1.526
C -1.526 1.612 0.535
C -0.414 1.026 -0.409
C 0.140 1.889 -1.563
C 1.008 0.930 -2.466
Cl 1.271 3.189 -1.023
C -2.184 0.295 1.114
C -2.833 0.499 2.496
C -1.745 0.215 3.571
F -3.291 1.799 2.730
N -3.078 0.015 -0.064
C -3.684 -1.298 0.277
C -3.763 1.233 -0.121
N -5.021 1.549 -0.275
C -6.040 0.503 -0.501
C -5.785 -0.140 -1.886
N -5.912 -1.368 -2.163
C -5.563 2.936 -0.242
C -6.288 3.359 -1.546
C -5.364 3.941 -2.648
S -6.051 5.469 -3.414
C -4.952 6.742 -2.794
S -5.534 8.099 -2.140
N -3.539 6.570 -2.842
C -2.651 6.972 -3.833
C -1.430 6.561 -3.390
N -1.508 5.936 -2.142
C -2.772 5.990 -1.877
N -2.757 2.201 0.022
N -2.695 3.200 -0.969
H -1.914 3.871 2.605
H -0.457 4.585 1.571
H 0.221 2.049 1.935
H -0.675 0.054 -0.854
H 0.453 0.810 0.238
H -0.619 2.281 -2.249
H 0.595 -0.087 -2.506
H 2.047 0.950 -2.123
H 0.956 1.313 -3.498
H -1.320 -0.373 1.180
H -3.660 -0.185 2.733
H -1.134 -0.634 3.241
H -1.121 1.096 3.764
H -2.218 -0.106 4.509
H -2.903 -1.927 0.724
H -4.004 -1.841 -0.624
H -4.526 -1.289 0.981
H -6.092 -0.237 0.305
H -7.039 0.955 -0.569
H -5.490 0.536 -2.706
H -6.186 -1.870 -1.310
H -4.831 3.665 0.114
H -6.353 2.894 0.530
H -6.978 4.169 -1.253
H -6.917 2.568 -1.974
H -5.222 3.168 -3.421
H -4.372 4.216 -2.275
H -2.901 7.499 -4.748
H -0.469 6.663 -3.880
H -3.329 5.617 -1.016
H -1.842 3.748 -0.890
H -2.817 2.809 -1.900
C 1.429 -5.380 3.779
C 0.736 -4.122 4.336
C -0.626 -3.756 3.743
F -0.570 -3.513 2.415
F -1.087 -2.617 4.321
F 1.588 -3.075 4.251
F 0.537 -4.342 5.663
O 2.424 -5.195 2.771
C 2.047 -5.068 1.445
C 2.368 -3.680 0.878
F 1.782 -2.699 1.598
F 1.904 -3.579 -0.390
F 0.751 -5.403 1.289
F 2.762 -5.980 0.754
H 1.985 -5.802 4.613
H 0.714 -6.154 3.501
H -1.359 -4.547 3.922
H 3.446 -3.506 0.876
C 3.718 6.008 -4.463
C 2.378 5.391 -4.909
C 2.135 3.924 -4.552
F 3.049 3.101 -5.099
F 0.922 3.525 -5.026
F 2.219 5.595 -6.234
F 1.395 6.112 -4.292
O 4.773 6.077 -5.417
C 5.592 4.974 -5.616
C 5.441 4.382 -7.021
F 4.163 4.038 -7.278
F 6.193 3.264 -7.133
F 5.393 4.062 -4.645
F 6.860 5.409 -5.475
H 3.497 7.054 -4.250
H 4.063 5.594 -3.515
H 2.134 3.777 -3.470
H 5.761 5.103 -7.777
C 5.649 -7.814 3.382
C 6.297 -9.204 3.542
C 5.357 -10.388 3.783
F 4.633 -10.252 4.911
F 6.083 -11.522 3.916
F 7.241 -9.138 4.505
F 6.957 -9.458 2.378
O 5.607 -6.959 4.524
C 4.587 -7.092 5.448
C 5.089 -7.555 6.819
F 5.756 -8.719 6.732
F 4.038 -7.748 7.651
F 3.612 -7.883 4.952
F 4.036 -5.861 5.587
H 6.288 -7.277 2.682
H 4.677 -7.871 2.889
H 4.674 -10.521 2.939
H 5.755 -6.808 7.255

* net charge: +1
* HOMO-LUMO gap: 7.478 eV
* LUMO energy: -0.113 hartree



Entry 4:
This record from OMol25 describes a structure of composition C35H44F3GeLiN2O2Si3 in a non-equilibrium geometry. The level of theory is ωB97M-V with the def2-TZVPD basis set.

Cartesian coordinates (Å):
Li -0.456 0.099 -1.167
C -0.105 -0.868 -4.085
O -0.895 -1.003 -2.888
C -2.172 -1.431 -3.004
C -2.778 -1.989 -4.159
C -4.133 -2.318 -4.141
C -4.909 -2.136 -3.013
C -4.364 -1.447 -1.907
C -3.008 -1.074 -1.884
N -2.425 -0.331 -0.840
N -3.251 0.027 0.095
C -2.709 0.411 1.280
C -1.269 0.447 1.620
O -0.455 -0.205 0.780
C -0.872 1.430 2.506
C -1.783 2.070 3.332
C -3.147 2.106 2.971
C -3.994 3.104 3.550
C -5.338 3.107 3.269
C -5.854 2.058 2.531
C -5.005 1.156 1.846
C -3.634 1.163 2.065
H -0.182 -1.733 -4.748
H 0.940 -0.675 -3.717
H -0.438 0.063 -4.635
H -2.291 -2.007 -5.143
H -4.556 -2.614 -5.127
H -5.978 -2.471 -3.041
H -4.891 -1.129 -0.977
H 0.193 1.680 2.555
H -1.400 2.576 4.227
H -3.590 3.907 4.144
H -5.940 3.878 3.728
H -6.946 1.980 2.400
H -5.442 0.576 1.059
F 4.057 7.617 -4.527
C 3.569 6.590 -5.432
F 2.518 7.157 -6.163
F 4.569 6.422 -6.366
C 3.197 5.382 -4.754
C 2.434 5.633 -3.577
C 2.072 4.593 -2.739
C 2.223 3.252 -3.250
C 2.956 3.035 -4.385
C 3.360 4.099 -5.218
C 1.714 2.143 -2.625
C 1.216 1.158 -2.057
H 2.325 6.672 -3.321
H 1.691 4.834 -1.757
H 3.152 1.993 -4.635
H 3.673 3.857 -6.184
C 2.916 0.299 4.078
Si 1.534 -1.008 4.038
C 2.138 -2.735 4.445
C 0.129 -0.745 5.288
Ge 0.872 -1.323 1.691
Si -0.415 -3.348 1.267
C -0.839 -3.787 -0.538
C 0.634 -4.874 1.801
C -2.073 -3.145 2.235
Si 2.862 -1.235 0.351
C 3.905 -2.548 1.258
C 2.802 -1.716 -1.464
C 3.481 0.576 0.437
H 3.863 -0.130 4.524
H 2.602 1.202 4.640
H 3.170 0.627 3.054
H 2.803 -2.671 5.327
H 2.634 -3.242 3.604
H 1.397 -3.465 4.789
H -0.781 -0.249 4.903
H 0.553 -0.070 6.100
H -0.197 -1.600 5.849
H -1.917 -3.672 -0.703
H -0.475 -4.810 -0.767
H -0.290 -3.161 -1.249
H 0.782 -5.364 0.864
H 0.065 -5.516 2.436
H 1.551 -4.589 2.303
H -2.106 -2.446 3.072
H -2.499 -4.094 2.533
H -2.733 -2.699 1.480
H 3.465 -3.544 1.400
H 4.252 -2.135 2.192
H 4.787 -2.868 0.682
H 2.387 -0.962 -2.123
H 2.301 -2.635 -1.595
H 3.844 -1.923 -1.734
H 4.557 0.529 0.576
H 3.010 1.275 1.097
H 3.381 0.952 -0.634

* net charge: -1
* HOMO-LUMO gap (spin up / spin down): 5.195 / 6.343 eV
* expectation value of S²: 0.827
* multiplicity: 2
* LUMO energy (spin up / spin down): 0.086 / 0.086 hartree



Entry 5:
This record from OMol25 describes a cluster of 2 separate species, C35H44O4 in total in a non-equilibrium geometry. The level of theory is ωB97M-V with the def2-TZVPD basis set.

Cartesian coordinates (Å):
C -2.192 -3.151 5.006
C -1.195 -2.517 4.085
C -0.087 -1.848 4.603
C 0.903 -1.325 3.760
C 2.204 -0.882 4.360
C 0.664 -1.271 2.372
C 1.602 -0.535 1.437
C 2.784 -1.424 1.008
C 2.102 0.861 1.924
C 1.109 1.703 2.644
C 0.569 2.882 2.066
C -0.857 3.047 2.032
C -1.767 1.892 2.313
C -1.384 4.301 1.759
C -0.560 5.383 1.430
C -1.130 6.751 1.230
C 0.805 5.152 1.237
C 1.385 3.919 1.490
C 2.835 3.742 1.169
C -0.397 -2.032 1.837
C -0.546 -2.250 0.353
C -1.327 -2.610 2.698
H -2.927 -3.722 4.432
H -1.698 -3.832 5.710
H -2.726 -2.400 5.601
H 0.048 -1.769 5.684
H 3.081 -1.264 3.822
H 2.274 0.210 4.385
H 2.277 -1.223 5.399
H 1.030 -0.320 0.519
H 2.426 -2.402 0.661
H 3.343 -0.957 0.187
H 3.473 -1.592 1.845
H 3.014 0.787 2.541
H 2.422 1.386 1.013
H 0.519 1.201 3.413
H -2.786 2.120 1.977
H -1.438 0.971 1.812
H -1.811 1.699 3.393
H -2.468 4.442 1.805
H -0.387 7.516 1.484
H -1.435 6.916 0.187
H -2.015 6.898 1.859
H 1.439 5.970 0.883
H 3.303 4.728 1.030
H 3.382 3.238 1.974
H 2.993 3.186 0.230
H -1.388 -2.926 0.171
H -0.752 -1.318 -0.190
H 0.349 -2.710 -0.088
H -2.170 -3.161 2.274
C -1.038 6.564 5.720
C -1.227 5.100 5.446
O 0.106 4.564 5.209
C 0.157 3.223 5.128
C 1.497 2.596 5.071
C 2.643 3.309 4.490
O 3.607 2.715 3.992
O 2.607 4.652 4.564
C 3.881 5.309 4.331
C 3.620 6.744 4.686
C 1.829 1.732 6.178
C 3.185 1.432 6.525
C 3.496 0.482 7.493
C 2.480 -0.177 8.193
C 1.143 0.133 7.915
C 0.821 1.067 6.936
O -0.875 2.543 5.121
H -1.992 7.016 6.006
H -0.330 6.724 6.540
H -0.670 7.090 4.834
H -1.682 4.588 6.305
H -1.838 4.928 4.548
H 4.642 4.859 4.981
H 4.161 5.185 3.277
H 4.505 7.353 4.496
H 2.785 7.145 4.103
H 3.368 6.829 5.750
H 3.988 1.941 5.990
H 4.546 0.266 7.694
H 2.729 -0.919 8.951
H 0.337 -0.352 8.465
H -0.222 1.299 6.715

* HOMO-LUMO gap: 4.865 eV
* LUMO energy: -0.071 hartree



| no. | E (eV) |
| --- | --- |
| 1 | -84029.7633 |
| 2 | -43270.0212 |
| 3 | -155699.0950 |
| 4 | -132591.1526 |
| 5 | -45197.6385 |